Molecular formula: H22O11
Method: DFT, the ωB97M-V functional and the def2-TZVPD basis

Calculated values
Total energy ... -22867.9879 eV
Multiplicity ... 1
Lowest unoccupied orbital energy ... 0.06 eV
Molar mass ... 198.16 g/mol
HOMO-LUMO gap ... 0.2771 hartree
Energy above the lowest of the compared OMol25 structures with the same formula, charge and spin ... 311.9 kcal/mol

Each line ends with the Mulliken charge.
CARTESIAN COORDINATES (ANGSTROEM)
O  -1.103999  -1.708928  2.141310  -0.5950
O  0.467762  3.340438  0.873699  -0.6002
O  3.439588  -2.914030  0.939885  -0.6231
O  -4.468764  -1.318081  -0.762622  -0.6289
O  -0.584051  -2.572605  -0.503123  -0.4607
O  -0.210208  1.831042  -1.178908  -0.5116
O  4.244130  -0.472500  -1.389306  -0.5699
O  0.778326  -1.730052  -0.341839  -0.7937
O  -4.505153  1.271265  -0.123312  -0.5804
O  -0.461125  0.463274  -0.205577  -0.5647
O  2.630587  3.575305  0.476096  -0.6244
H  -1.697308  -0.955164  2.295199  0.3044
H  -4.406741  -1.323670  0.216906  0.3044
H  0.501386  0.357367  -0.174773  0.3519
H  1.358598  -2.481251  -0.379272  0.3342
H  -0.388499  2.669529  -1.573346  0.1230
H  0.960232  -1.286524  0.523653  0.4060
H  0.141612  2.225353  -0.306202  0.3905
H  3.869647  -0.249709  -2.160386  0.2904
H  3.676928  -1.221357  -1.149178  0.2689
H  -1.482169  -2.924033  -0.661323  0.1730
H  -0.179893  3.941386  0.725305  0.2545
H  3.412006  -3.440340  0.150723  0.3462
H  -5.464438  1.022258  -0.134163  0.3263
H  -0.660890  -0.413802  -0.408359  0.3241
H  -1.769447  -2.275038  1.585164  0.3041
H  -0.118703  -3.064553  0.122232  0.2706
H  0.776333  3.702939  1.706299  0.2900
H  2.474711  4.268303  1.155974  0.2941
H  3.454574  -1.986183  0.505138  0.2722
H  -3.869052  -0.770255  -1.166950  0.3091
H  -4.561401  2.211231  0.022797  0.2721
H  2.155780  3.872487  -0.305865  0.3427

Cartesian forces (eV/Å) of the 3 atoms listed first:
O -2.71 -1.36 -1.29
O 0.53 -1.62 1.93
O -0.15 2.83 -0.98

Molecular formula: C55H67N11SSb2Zr
Method: DFT, the ωB97M-V functional and the def2-TZVPD basis

Calculated values
Total energy ... -99670.5955 eV
Multiplicity ... 1
Lowest unoccupied orbital energy ... -10.75 eV
Total charge ... +4
Molar mass ... 1249.03 g/mol
HOMO-LUMO gap ... 0.2355 hartree
Energy above the lowest of the compared OMol25 structures with the same formula, charge and spin ... 29.6 kcal/mol

Each line ends with the Mulliken charge.
CARTESIAN COORDINATES (ANGSTROEM)
Sb  -2.394611  -1.549224  -0.177478  1.0641
Sb  1.212264  -2.468937  0.123807  0.0638
Zr  -0.071261  0.287993  0.692063  -0.5381
S  2.778942  0.450232  -0.217982  0.4002
N  -1.365935  -0.699001  3.943325  0.7043
N  0.820049  2.414692  -2.025411  1.5351
N  -1.965286  1.578831  -0.046147  2.0247
N  1.930857  4.011592  -0.781850  0.4384
N  -1.478226  1.752174  -2.353179  0.9588
N  4.893835  -0.709611  1.027175  -0.1676
N  0.233522  0.294323  -3.137395  1.8316
N  0.667614  2.321445  0.329780  1.3286
N  -0.205619  0.893840  2.673690  0.8321
N  5.216274  0.125331  -1.069408  -0.2544
N  -1.438620  1.508402  4.611007  0.6724
C  -2.866995  -1.285705  -2.219654  1.7505
C  -0.764488  -1.846033  3.281094  -0.1825
C  -4.270872  -1.275453  0.743222  0.9232
C  -0.994597  0.573675  3.763135  -0.9910
C  1.255950  3.137095  -3.236324  -1.1573
C  -3.876582  -0.405862  -2.600698  -1.0762
C  -6.648485  -1.656808  0.648523  -0.8904
C  1.643336  4.610115  3.174967  -0.9244
C  2.559013  0.146404  -3.889344  1.8625
C  -3.500721  -0.967461  -4.912281  -1.0780
C  3.167163  -3.972835  1.910472  -0.7764
C  0.641507  2.073671  2.773206  0.7831
C  1.582568  5.288453  -1.406213  -1.3105
C  4.471325  -3.417711  -2.603419  -0.8541
C  -0.111006  1.320179  -2.216269  -1.4892
C  -3.905152  2.726289  0.826988  -1.0934
C  3.931473  -4.233236  3.043381  -0.8121
C  0.846739  2.901928  1.641496  -0.0662
C  -4.198464  3.228608  -0.443038  -1.0327
C  1.228188  4.216272  1.911956  -1.0158
C  -2.364834  -3.695295  -0.018847  -1.0412
C  2.514609  -1.854829  2.847432  -1.4525
C  1.212878  0.292446  -4.189378  -1.1186
C  -2.498904  -1.083363  4.800472  -1.2902
C  3.983461  -3.309933  4.077450  -0.9217
C  4.401863  -0.130855  -0.052335  0.4566
C  1.202130  2.420864  3.996862  -0.5991
C  -5.648259  -0.820647  2.669107  -0.8345
C  0.090395  -4.275847  0.385260  -0.9596
C  3.272785  -2.118451  3.982088  -0.4182
C  1.732758  3.682950  4.199356  -1.2998
C  2.487522  -3.273826  -3.956725  -0.3848
C  3.217922  3.993291  -0.086737  -0.9537
C  2.364245  -2.850142  -1.590399  1.2100
C  -2.506263  -1.861758  -4.535834  -0.3084
C  3.731563  -3.087841  -1.476006  -0.6210
C  1.730280  0.306979  -6.536761  -1.0263
C  1.120384  2.918466  -0.792554  -1.3821
C  -2.193932  -2.024272  -3.191744  -1.2728
C  -4.191173  -0.248766  -3.943635  -0.9488
C  3.849796  -3.514009  -3.841933  -0.9618
C  -1.152052  -4.497985  -0.460430  -0.7346
C  -2.254165  2.082103  -1.270612  -0.5247
C  2.460249  -2.777465  1.799894  1.6920
C  -6.773672  -1.218084  1.959923  -0.8390
C  -3.370949  2.902473  -1.485596  -1.2119
C  3.082635  0.204724  -6.238881  -0.8780
C  -4.401014  -0.851629  2.062250  0.0720
C  3.493175  0.123076  -4.915446  -0.6934
C  -2.808115  1.926506  0.963156  -0.3786
C  -1.770874  2.879916  4.210730  -0.9464
C  0.794174  0.358629  -5.513455  0.1963
C  -1.444556  1.321307  6.070228  -1.1655
C  -5.400630  -1.694254  0.041450  -0.7431
C  1.746483  -2.939287  -2.833972  -0.5832
H  1.220986  4.951044  1.127112  0.9045
H  -1.552550  -2.443057  2.818481  0.2633
H  -2.564878  1.514760  1.929440  0.2621
H  4.221804  -3.047362  -0.509616  0.3796
H  -0.857489  2.132267  6.503745  0.4209
H  -0.261443  0.454816  -5.743651  0.4875
H  -0.136256  -4.330394  1.453851  0.5989
H  -5.056581  3.867220  -0.604963  0.5240
H  3.325069  4.870017  0.551678  0.4020
H  -4.441401  0.143217  -1.855320  0.6837
H  1.404576  0.357300  -7.566603  0.4743
H  0.725457  4.078649  -3.347165  0.3325
H  -5.747582  -0.492835  3.696006  0.4966
H  -0.979365  0.379803  6.345160  0.3536
H  4.573388  -3.519170  4.959491  0.4567
H  0.686561  -2.741639  -2.941509  0.1327
H  5.529524  -3.624525  -2.512801  0.5166
H  1.939981  5.637149  3.336844  0.5512
H  -2.609857  -3.910221  1.024535  0.6735
H  4.546055  0.011771  -4.689831  0.4611
H  -0.039176  -1.568509  2.511218  -1.3156
H  0.826570  -5.057650  0.187068  0.6941
H  -0.230293  -2.471097  4.000377  0.6460
H  -4.993928  0.416445  -4.234215  0.5172
H  3.138514  -4.713320  1.119307  0.4736
H  -0.936438  -4.347579  -1.520514  0.1043
H  1.045903  2.527959  -4.105649  0.4316
H  4.020736  4.008757  -0.827541  0.3326
H  2.327256  3.314881  -3.195763  0.3588
H  4.426468  -3.785012  -4.715986  0.4591
H  -1.422369  -5.554112  -0.374268  0.5731
H  2.003645  -3.347790  -4.921550  0.5196
H  -4.523905  2.948911  1.683758  0.6652
H  5.861927  -0.992020  1.076597  0.2652
H  2.217322  5.523377  -2.260991  0.3634
H  -5.326219  -2.046276  -0.981114  0.4186
H  -2.452666  1.371665  6.478551  0.3859
H  -0.613159  -0.195707  -3.410007  -0.8412
H  -7.746564  -1.195755  2.431276  0.4542
H  -2.819563  3.059248  4.452251  0.3718
H  4.293799  -0.962224  1.798241  -0.0388
H  0.537716  5.302184  -1.707267  0.3465
H  3.317010  3.095965  0.517036  0.3646
H  -1.766522  2.118174  -3.249748  0.3230
H  -3.527531  -0.551233  2.629784  0.1808
H  -1.993355  -2.451570  -5.284095  0.5723
H  3.315838  -1.396719  4.787925  0.5182
H  -3.245458  -3.972860  -0.602728  0.7452
H  4.853147  0.556752  -1.903612  0.1305
H  -0.193890  0.832861  -1.230815  0.2653
H  1.990898  -0.899709  2.778992  0.7963
H  -1.442198  -2.752279  -2.913981  0.1541
H  6.207512  -0.059971  -1.027087  0.2618
H  -1.158906  3.589296  4.765253  0.4107
H  1.161012  1.718430  4.819602  0.7035
H  4.480885  -5.162121  3.117919  0.5107
H  -1.612726  3.042382  3.150217  0.2637
H  -3.059639  -1.862867  4.287362  0.5124
H  -3.760011  -0.854697  -5.956359  0.4859
H  -7.522219  -1.977560  0.097939  0.4929
H  2.847675  0.027636  -2.852647  -0.7374
H  1.718702  6.078651  -0.663652  0.5161
H  -3.558089  3.278432  -2.482831  0.6450
H  -2.157755  -1.473735  5.758235  0.3302
H  3.811226  0.175559  -7.036996  0.4806
H  2.153938  3.951286  5.158047  0.4988
H  -3.154677  -0.234210  4.959997  0.4178

Cartesian forces (eV/Å) of the 3 atoms listed first:
Sb 0.01 -0.20 0.09
Sb -0.24 0.16 0.15
Zr 0.40 -0.15 -0.38

Molecular formula: H58O29
Method: DFT, the ωB97M-V functional and the def2-TZVPD basis

Calculated values
Total energy ... -60323.5957 eV
Multiplicity ... 1
Lowest unoccupied orbital energy ... -0.12 eV
Molar mass ... 522.44 g/mol
HOMO-LUMO gap ... 0.3845 hartree
Energy above the lowest of the compared OMol25 structures with the same formula, charge and spin ... 40.6 kcal/mol

Each line ends with the Mulliken charge.
CARTESIAN COORDINATES (ANGSTROEM)
O  3.209268  2.623475  -2.810480  -0.6508
O  -2.697686  -1.584731  3.183180  -0.5800
O  -3.991924  -4.117900  2.416572  -0.6451
O  0.528624  3.750362  0.579674  -0.6542
O  -0.453061  2.582284  -5.440979  -0.6225
O  1.798136  0.171963  -3.600641  -0.4896
O  2.288209  -4.165293  0.045872  -0.5167
O  -0.095203  -2.373215  -1.827469  -0.5065
O  0.847535  -0.303226  3.296775  -0.7231
O  3.093791  1.996823  0.352958  -0.5571
O  1.100909  -2.466770  -4.631835  -0.6029
O  1.828437  -3.630630  3.545889  -0.6308
O  0.189074  0.165816  0.427015  0.7292
O  -1.396766  -0.578378  -3.394229  -0.5692
O  3.154404  -1.950413  1.486601  -0.4672
O  -2.464936  1.587246  2.917675  -0.6420
O  2.973473  -0.350725  -0.690143  -0.4970
O  -1.239791  2.917906  5.001728  -0.6729
O  -2.696572  1.726599  0.018744  -0.7039
O  1.208649  4.332085  -2.187873  -0.6898
O  0.799457  4.096257  3.217800  -0.6922
O  -2.926059  4.892443  -1.764698  -0.6216
O  -2.531944  -1.255756  0.347204  -0.2792
O  4.741237  -3.069506  -1.159369  -0.6743
O  -3.857693  -2.775881  -2.262757  -0.6475
O  -2.581510  4.268706  1.031109  -0.7156
O  -0.927485  -4.252886  3.937424  -0.5950
O  -0.433710  -3.759147  0.722392  -0.5948
O  -0.527534  1.752747  -2.100031  0.0001
H  -0.315785  3.438375  -5.008337  0.3102
H  -2.324014  1.653810  1.959543  0.3391
H  0.468102  4.994476  3.357448  0.3039
H  0.821266  -2.387779  -1.457410  0.1655
H  2.855981  1.735517  -2.890414  0.3741
H  -3.238644  0.928461  -0.034212  0.2036
H  4.276980  -2.198312  -1.193173  0.2407
H  -3.239347  -1.619695  3.972758  0.2590
H  -0.037183  -4.400230  3.560183  0.3128
H  -0.447063  0.846248  0.193805  -0.0222
H  -1.295072  2.226718  -5.142696  0.3065
H  -1.529374  -1.124764  -4.177954  0.2866
H  -2.619042  3.315998  0.802868  0.4745
H  2.317038  2.540340  0.553925  0.2336
H  2.306979  -5.087509  0.331916  0.2621
H  -1.121861  -3.665451  1.412923  0.2285
H  0.442249  -3.581049  1.139091  0.2770
H  -3.129242  4.328976  1.832909  0.3120
H  0.593746  3.976161  1.516786  0.3143
H  3.206094  -3.850937  -0.023485  0.3051
H  0.479152  3.568529  3.958955  0.3174
H  -3.317558  -1.531557  2.445277  0.3411
H  2.615161  -3.661352  4.090671  0.2503
H  2.702051  -0.031891  -1.571799  0.0485
H  2.097100  -3.286374  2.661032  0.3269
H  -3.740442  -4.049583  1.497446  0.2942
H  -2.609232  -2.042231  -0.218635  0.1640
H  3.093510  -1.389211  0.702466  0.3377
H  -0.841210  -1.089518  -2.805070  0.3867
H  0.866706  0.366658  -3.754279  0.2522
H  -0.115590  2.600931  -2.288636  0.0220
H  -2.892767  4.995107  -0.812601  0.3385
H  5.470802  -2.955301  -1.793595  0.2976
H  -2.450380  0.656488  3.121132  0.2840
H  -1.604129  2.664515  4.135345  0.4676
H  -0.820858  -3.385091  4.376149  0.3090
H  -4.627462  -2.782315  -1.665138  0.3112
H  0.996793  0.315678  -0.070028  -0.1986
H  1.947550  -0.580026  -4.165840  0.2346
H  -0.523998  -2.905968  -1.132068  0.2211
H  0.263912  -0.013741  2.571148  0.3297
H  -3.769109  -1.839951  -2.516914  0.3214
H  4.008460  -1.759994  1.912633  0.2429
H  3.190559  0.434319  -0.173019  0.3784
H  -0.292523  4.165556  0.284912  0.2243
H  1.532201  -0.747362  2.802089  0.3431
H  -2.050507  5.093752  -2.122982  0.2967
H  -3.163496  -4.162910  2.933818  0.3453
H  -1.016748  1.455952  -2.889475  0.0683
H  3.780249  2.749275  -3.585518  0.2569
H  -2.051418  1.728872  -0.722980  0.1783
H  1.836709  3.753241  -2.645374  0.3984
H  0.754487  -2.995160  -5.357466  0.2761
H  -1.612770  -1.302131  0.699865  0.1637
H  3.869475  2.559312  0.423176  0.2398
H  -1.180868  2.040667  5.407302  0.2846
H  1.207330  4.075179  -1.262221  0.3794
H  1.037763  -3.011969  -3.834350  0.2919

Cartesian forces (eV/Å) of the 3 atoms listed first:
O 0.69 0.43 -0.28
O 0.27 0.58 0.02
O 0.14 -0.08 0.62

Molecular formula: CH12O4
Method: DFT, the ωB97M-V functional and the def2-TZVPD basis

Calculated values
Total energy ... -9421.8332 eV
Multiplicity ... 1
Lowest unoccupied orbital energy ... 0.55 eV
Molar mass ... 88.10 g/mol
HOMO-LUMO gap ... 0.4266 hartree
Energy above the lowest of the compared OMol25 structures with the same formula, charge and spin ... 11.4 kcal/mol
SMILES ... C.O.O.O.O

Each line ends with the Mulliken charge.
CARTESIAN COORDINATES (ANGSTROEM)
O  2.423916  -0.226122  0.536912  -0.6492
O  -1.085517  -2.434642  1.117289  -0.6413
O  1.580703  -0.517157  -2.106677  -0.6120
O  0.153071  0.693131  2.199851  -0.6978
C  -1.901116  1.560436  -0.993810  -0.7297
H  2.659132  -0.837159  1.245881  0.2932
H  -0.570069  0.060794  2.190325  0.3461
H  -1.910677  0.627776  -1.549707  0.2140
H  2.282654  -0.605087  -1.449748  0.3404
H  -1.491160  1.446492  0.006543  -0.0547
H  -0.369845  -3.030103  1.316590  0.3126
H  -0.154607  1.508834  1.786178  0.2974
H  -0.956730  -2.135231  0.204527  0.3277
H  1.583900  0.136036  0.830115  0.3870
H  -1.343336  2.319598  -1.534716  0.2485
H  -2.936907  1.877420  -0.860190  0.3297
H  2.036582  -0.445009  -2.939360  0.2881

Cartesian forces (eV/Å) of the 3 atoms listed first:
O 0.47 -0.41 0.05
O -0.48 0.63 -0.24
O -0.15 -0.13 0.14